Version a
2 unconnected molecules or ions with the total composition C2H2FOP, computed with wB97M-V/def2-TZVPD.

The HOMO-LUMO gap (spin up / spin down) comes out at 8.1856 / 8.7741 eV.

```
! RIJCOSX wB97M-V def2-TZVPD def2/J DEFGRID3
* xyz 0 1
C -0.322 0.202 -0.129
C 0.331 -1.066 -0.462
O 0.438 -1.391 -1.590
F 0.845 -1.765 0.579
P -1.785 0.872 0.206
H 1.869 0.830 1.332
H -1.375 2.319 0.064
*
```

Atom charges from the Löwdin analysis, given in e for atoms 1 to 4: atom 1 (C): -0.405, atom 2 (C): -0.627, atom 3 (O): 0.152, atom 4 (F): 0.058

Version b
2 unconnected molecules or ions with the total composition C2H2FOP, computed with wB97M-V/def2-TZVPD.

The HOMO-LUMO gap (spin up / spin down) comes out at 8.3985 / 8.4008 eV.

```
! RIJCOSX wB97M-V def2-TZVPD def2/J DEFGRID3
* xyz 0 1
C 0.184 0.168 -0.004
C -0.019 -1.187 -0.472
O -0.079 -1.687 -1.538
F -0.078 -2.012 0.665
P 0.449 0.933 1.452
H -0.415 1.497 -1.211
H -0.042 2.288 1.109
*
```

Atom charges from the Löwdin analysis, given in e for atoms 1 to 4: atom 1 (C): -0.472, atom 2 (C): -0.595, atom 3 (O): 0.149, atom 4 (F): -0.001

Most stable: version b (next structure +27.2 kcal/mol)

Version a
A molecular structure, C10H29AgClNO7, computed with wB97M-V/def2-TZVPD.

The HOMO-LUMO gap (spin up / spin down) comes out at 4.0832 / 3.4075 eV.

```
! RIJCOSX wB97M-V def2-TZVPD def2/J DEFGRID3
* xyz 1 2
Ag 6.554 2.051 1.633
Cl 2.574 0.809 1.911
C 0.604 -4.982 -2.697
C -0.613 -4.063 -2.817
C -1.746 -4.744 -3.477
O -1.421 -5.103 -4.817
C -2.435 -5.599 -5.644
N -0.888 -3.547 -1.476
H 1.466 -4.412 -2.352
H 0.855 -5.326 -3.701
H 0.566 -5.901 -2.111
H -0.344 -3.268 -3.512
H -2.671 -4.169 -3.421
H -2.122 -5.623 -2.953
H -2.926 -6.512 -5.307
H -2.036 -5.645 -6.657
H -3.173 -4.799 -5.715
H -0.061 -3.151 -1.051
H -1.483 -2.735 -1.558
C -0.433 3.128 -2.935
C -1.216 3.883 -4.021
O -0.369 3.887 -5.138
O -1.036 3.244 -1.643
H 0.594 3.494 -2.939
H -0.445 2.082 -3.239
H -1.519 4.892 -3.742
H -2.174 3.414 -4.246
H -0.538 4.676 -5.657
H -0.293 3.043 -1.069
C -3.247 -1.527 4.762
C -4.682 -1.348 5.168
O -4.920 -0.148 5.785
O -2.952 -0.593 3.733
H -2.947 -2.504 4.386
H -2.586 -1.384 5.617
H -5.112 -1.991 5.936
H -5.383 -1.409 4.336
H -4.841 -0.243 6.737
H -2.037 -0.707 3.464
C 4.975 5.684 3.529
C 5.670 5.166 4.741
O 6.300 3.853 4.691
O 5.793 5.446 2.393
H 4.802 6.743 3.717
H 4.044 5.121 3.457
H 4.988 5.107 5.590
H 6.489 5.865 4.905
H 6.589 3.623 5.577
H 5.782 6.223 1.829
*
```

Atom charges from the Löwdin analysis, given in e for atoms 1 to 4: atom 1 (Ag): 0.950, atom 2 (Cl): 0.021, atom 3 (C): -0.064, atom 4 (C): -0.448

Version b
A molecular structure, C10H29AgClNO7, computed with wB97M-V/def2-TZVPD.

The HOMO-LUMO gap (spin up / spin down) comes out at 6.3135 / 2.9906 eV.

```
! RIJCOSX wB97M-V def2-TZVPD def2/J DEFGRID3
* xyz 1 2
Ag -29.624 -5.292 0.312
Cl -31.336 -3.179 0.991
C -35.182 -6.671 2.011
C -35.302 -6.014 0.674
C -36.480 -5.004 0.578
O -36.524 -4.190 -0.548
C -36.470 -4.765 -1.818
N -34.027 -5.385 0.312
H -34.852 -6.015 2.816
H -34.678 -7.631 1.901
H -36.184 -6.916 2.363
H -35.574 -6.783 -0.048
H -36.450 -4.309 1.417
H -37.445 -5.509 0.625
H -36.554 -4.000 -2.590
H -37.150 -5.603 -1.974
H -35.572 -5.383 -1.813
H -34.425 -4.639 -0.240
H -33.690 -4.983 1.175
C -34.695 -0.738 0.342
C -36.145 -0.441 -0.133
O -37.136 -1.222 0.566
O -34.034 -1.720 -0.454
H -34.485 -0.714 1.411
H -34.101 0.131 0.063
H -36.030 -0.458 -1.217
H -36.445 0.589 0.059
H -37.151 -2.073 0.122
H -33.325 -2.130 0.046
C -30.473 0.622 0.186
C -30.666 -0.099 -1.226
O -29.448 -0.368 -1.846
O -29.719 -0.183 1.074
H -31.376 1.019 0.651
H -29.990 1.599 0.171
H -31.109 0.674 -1.854
H -31.214 -1.038 -1.155
H -28.933 0.420 -1.661
H -30.207 -1.004 1.167
C -33.925 -2.517 4.501
C -33.057 -3.755 4.737
O -32.932 -4.451 3.478
O -33.171 -1.464 3.936
H -34.337 -2.057 5.399
H -34.653 -2.764 3.728
H -33.360 -4.486 5.487
H -31.996 -3.590 4.923
H -32.219 -4.062 2.966
H -32.535 -1.782 3.291
*
```

Atom charges from the Löwdin analysis, given in e for atoms 1 to 4: atom 1 (Ag): 0.707, atom 2 (Cl): -0.055, atom 3 (C): -0.031, atom 4 (C): -0.358

Most stable: version b (next structure +18.7 kcal/mol)

Version a
A single C4H6ClN molecule, computed with wB97M-V/def2-TZVPD.

The HOMO-LUMO gap comes out at 10.3866 eV. The SMILES is C=C1CN(Cl)C1.

```
! RIJCOSX wB97M-V def2-TZVPD def2/J DEFGRID3
* xyz 0 1
C 1.961 0.046 -0.165
C 0.638 -0.036 -0.032
C -0.478 1.036 0.043
N -1.350 -0.060 0.654
Cl -2.875 0.028 -0.240
C -0.448 -1.097 0.135
H 2.496 -0.818 -0.111
H 2.519 0.917 -0.256
H -0.487 1.946 0.776
H -0.726 1.458 -0.867
H -0.894 -1.561 -0.721
H -0.355 -1.859 0.783
*
```

Atom charges from the Löwdin analysis, given in e for atoms 1 to 4: atom 1 (C): 0.078, atom 2 (C): -0.221, atom 3 (C): -0.194, atom 4 (N): -0.464

Version b
A single C4H6ClN molecule, computed with wB97M-V/def2-TZVPD.

The HOMO-LUMO gap comes out at 9.9897 eV. The SMILES is Cl/C=C\[C@H]1CN1.

```
! RIJCOSX wB97M-V def2-TZVPD def2/J DEFGRID3
* xyz 0 1
Cl -2.968 -0.748 0.098
C -1.974 0.655 0.039
C -0.655 0.653 0.049
C 0.220 -0.561 0.118
C 1.562 -0.511 -0.558
N 1.473 -0.529 0.853
H -2.537 1.650 0.041
H -0.053 1.553 0.056
H -0.328 -1.477 0.118
H 1.754 0.368 -1.129
H 1.951 -1.400 -1.027
H 1.556 0.346 1.343
*
```

Atom charges from the Löwdin analysis, given in e for atoms 1 to 4: atom 1 (Cl): 0.618, atom 2 (C): -0.591, atom 3 (C): -0.162, atom 4 (C): -0.317

Version c
2 unconnected molecules or ions with the total composition C4H6ClN, computed with wB97M-V/def2-TZVPD.

The HOMO-LUMO gap comes out at 8.5655 eV.

```
! RIJCOSX wB97M-V def2-TZVPD def2/J DEFGRID3
* xyz 0 1
C 2.637 -0.115 -1.046
C 1.712 -0.909 -0.622
C -0.075 0.451 0.139
C -2.058 0.779 1.361
N -0.964 -0.024 0.758
Cl 0.401 1.966 -0.438
H 3.366 -0.386 -1.737
H 2.352 1.063 -0.960
H 1.291 -1.796 -0.303
H -2.812 0.666 0.631
H -1.729 1.860 1.457
H -2.426 0.448 2.418
*
```

Atom charges from the Löwdin analysis, given in e for atoms 1 to 4: atom 1 (C): -0.125, atom 2 (C): 0.022, atom 3 (C): -0.687, atom 4 (C): -0.114

Most stable: version b (next structure +35.2 kcal/mol)

Version a
A molecular structure, C4H6ClN, computed with wB97M-V/def2-TZVPD.

The HOMO-LUMO gap comes out at 9.8352 eV.

```
! RIJCOSX wB97M-V def2-TZVPD def2/J DEFGRID3
* xyz 0 1
C -0.531 0.203 0.753
C 0.736 0.364 0.062
C -1.899 -0.207 0.672
C 1.582 -0.438 -0.879
N 0.533 0.337 1.456
Cl 0.897 2.611 -0.673
H -2.373 0.189 -0.255
H -2.416 0.126 1.549
H -1.738 -1.281 0.625
H 1.314 -1.503 -0.772
H 2.589 -0.273 -0.744
H 1.306 -0.127 -1.793
*
```

Atom charges from the Löwdin analysis, given in e for atoms 1 to 4: atom 1 (C): -0.280, atom 2 (C): -0.397, atom 3 (C): 0.005, atom 4 (C): -0.049

Version b
A molecular structure, C4H6ClN, computed with wB97M-V/def2-TZVPD.

The HOMO-LUMO gap comes out at 9.0100 eV.

```
! RIJCOSX wB97M-V def2-TZVPD def2/J DEFGRID3
* xyz 0 1
C -1.148 -1.184 2.270
C -1.013 -0.550 1.073
C 1.080 0.637 -2.130
C 0.671 0.702 -0.180
N -0.062 0.386 0.840
Cl -2.361 -0.605 -0.017
H -2.055 -1.693 2.340
H -0.304 -1.084 3.046
H 0.706 1.522 -2.604
H 0.767 -0.181 -2.652
H 1.570 1.267 -0.072
H 2.149 0.783 -1.915
*
```

Atom charges from the Löwdin analysis, given in e for atoms 1 to 4: atom 1 (C): -0.006, atom 2 (C): -0.842, atom 3 (C): 0.031, atom 4 (C): 0.001

Most stable: version a (next structure +25.4 kcal/mol)